An isolated molecule of C20H21N3O6S at a distorted geometry. Source: the OMol25 dataset; level of theory: wB97M-V/def2-TZVPD.

Results
HOMO   -0.292 Eh
Gap between HOMO and LUMO   8.399 eV
SMILES   CC(=O)N1CCN(S(=O)(=O)c2cccc(C(=O)Nc3ccc4c(c3)OCO4)c2)CC1

Positions of all 51 atoms, in Å:
1 S -0.799 -2.004 -1.091
2 O -1.530 2.305 -2.618
3 O -3.672 1.590 -2.179
4 O 0.850 1.309 3.787
5 O -1.667 -1.106 -1.796
6 O 2.221 1.738 0.293
7 O -0.938 -3.415 -1.317
8 N 2.793 -0.115 -0.841
9 N 0.756 -1.509 -1.401
10 N -0.306 2.273 2.105
11 C -3.004 1.754 -1.002
12 C -1.089 -0.987 3.324
13 C -3.443 1.548 0.281
14 C -1.519 -2.550 1.544
15 C -1.237 2.199 1.047
16 C -0.506 -0.103 2.425
17 C -1.593 -2.203 2.885
18 C -0.908 -1.676 0.664
19 C 1.084 -0.653 -2.511
20 C 3.123 -1.517 -0.915
21 C -1.706 2.208 -1.266
22 C 3.182 -0.034 1.574
23 C 2.148 0.368 -2.049
24 C 0.074 1.213 2.859
25 C 1.824 -2.355 -0.931
26 C -2.529 1.769 1.309
27 C -0.811 2.469 -0.261
28 C -0.395 -0.473 1.089
29 C 2.677 0.609 0.305
30 C -2.711 1.780 -3.192
31 H 2.663 -0.969 1.769
32 H -2.824 1.584 2.330
33 H -1.912 -3.482 1.172
34 H 0.263 3.105 2.188
35 H 0.162 -0.154 -2.808
36 H -2.051 -2.880 3.590
37 H 2.991 0.646 2.401
38 H 2.901 0.513 -2.831
39 H -1.151 -0.713 4.367
40 H 3.672 -1.672 -1.850
41 H 1.944 -3.245 -1.564
42 H -3.099 2.483 -3.942
43 H 0.196 2.801 -0.450
44 H 1.454 -1.244 -3.360
45 H -2.485 0.808 -3.665
46 H 0.090 0.165 0.371
47 H 4.252 -0.220 1.510
48 H 1.549 -2.687 0.073
49 H 1.697 1.332 -1.812
50 H 3.766 -1.814 -0.090
51 H -4.445 1.209 0.481

Cartesian forces, eV/Å:
S 0.490 0.011 -0.042
O 0.301 0.277 0.318
O -0.255 0.069 0.369
O 0.137 -0.079 0.240
O 0.018 0.222 -0.004
O -0.169 0.352 0.173
O 0.104 0.057 0.304
N 0.062 0.092 -0.283
N -0.949 -0.305 0.152
N 0.135 0.462 0.013
C 0.588 0.146 0.163
C 0.117 0.173 -0.062
C -0.029 -0.057 -0.428
C -0.059 -0.177 -0.069
C -0.566 0.135 -0.220
C 0.147 -0.392 -0.096
C -0.054 0.002 -0.066
C 0.150 -0.068 -0.491
C -0.175 0.174 -0.357
C -0.135 -0.144 0.069
C -0.527 -0.187 0.327
C -0.092 0.237 0.090
C -0.071 0.204 -0.027
C -0.080 -0.088 -0.014
C 0.175 -0.387 0.187
C 0.208 0.286 0.007
C -0.103 0.019 -0.177
C 0.050 -0.002 0.278
C 0.347 -0.176 0.148
C -0.150 -0.401 -1.217
H 0.003 -0.146 0.049
H -0.007 0.007 0.108
H -0.057 -0.143 0.029
H 0.001 -0.152 0.100
H 0.156 0.085 -0.167
H -0.040 -0.058 0.044
H -0.027 -0.017 -0.039
H -0.085 0.018 0.007
H 0.019 0.017 0.109
H 0.025 -0.031 0.111
H 0.015 0.059 0.103
H 0.083 -0.108 0.230
H 0.162 -0.032 -0.046
H -0.075 0.039 0.061
H -0.027 0.220 0.176
H 0.042 0.189 -0.019
H 0.082 -0.100 -0.019
H 0.200 -0.075 0.033
H 0.067 -0.144 -0.087
H -0.005 -0.021 -0.097
H -0.149 -0.065 0.029

=====

A 2-piece molecular cluster, C4H13NO2 overall at a distorted geometry. Source: the OMol25 dataset; level of theory: wB97M-V/def2-TZVPD.

Results
HOMO   -0.323 Eh
Gap between HOMO and LUMO   9.411 eV
SMILES   C[C@H](N)CCO.O

Positions of all 20 atoms, in Å:
1 O 2.455 -1.466 2.112
2 O -0.478 3.105 -0.459
3 N -0.586 -1.822 0.286
4 C -0.584 0.778 0.391
5 C -0.308 -0.557 -0.377
6 C -0.947 -0.565 -1.762
7 C 0.264 1.877 -0.236
8 H -1.505 -1.954 0.711
9 H -0.372 0.608 1.449
10 H -1.662 0.963 0.430
11 H -1.982 -0.216 -1.694
12 H 1.007 2.115 0.528
13 H -1.039 -1.620 -2.019
14 H 0.751 1.690 -1.190
15 H -1.324 2.821 -0.807
16 H 0.104 -2.194 0.917
17 H 2.650 -1.487 3.028
18 H 3.259 -1.585 1.608
19 H -0.486 0.053 -2.528
20 H 0.783 -0.545 -0.386

Cartesian forces, eV/Å:
O -0.907 0.106 -1.413
O 0.259 -0.406 0.382
N -1.079 -0.496 0.312
C -0.428 -1.686 -0.294
C 0.660 0.418 0.975
C -0.644 -0.277 0.365
C -0.660 1.572 0.893
H 0.305 0.381 -0.329
H 0.510 0.171 -0.086
H -0.054 0.403 -0.562
H -0.057 0.096 0.150
H 0.281 0.229 -0.432
H 0.341 0.168 -0.596
H 0.076 -0.852 0.073
H -0.239 0.141 -0.128
H 0.303 0.490 0.058
H 0.564 -0.068 1.183
H 0.290 -0.045 0.185
H 0.336 -0.166 -0.001
H 0.141 -0.178 -0.736

=====

An isolated molecule of C4H6N2O. Source: the OMol25 dataset; level of theory: wB97M-V/def2-TZVPD.

Results
HOMO   -0.272 Eh
Gap between HOMO and LUMO   8.258 eV
SMILES   Nc1c[nH]c(O)c1

Positions of all 13 atoms, in Å:
1 O 2.522 0.301 0.759
2 N -2.092 0.728 -0.474
3 N 0.879 -1.248 0.087
4 C -0.819 0.118 -0.383
5 C -0.479 -1.198 -0.227
6 C 1.347 0.030 0.139
7 C 0.370 0.897 -0.255
8 H -2.830 0.036 -0.454
9 H 1.449 -2.078 0.044
10 H 2.467 1.235 1.005
11 H 0.476 1.968 -0.363
12 H -2.215 1.316 0.347
13 H -1.082 -2.093 -0.205

Cartesian forces, eV/Å:
O 0.407 0.147 -0.426
N -0.146 -0.112 0.004
N 0.048 0.131 0.120
C 0.120 -0.126 0.044
C -0.213 0.036 -0.093
C -0.252 -0.097 0.121
C -0.039 0.068 0.328
H 0.003 0.019 -0.092
H -0.029 0.196 0.238
H 0.262 -0.308 -0.058
H -0.142 -0.064 0.214
H -0.087 -0.007 -0.280
H 0.068 0.117 -0.120

=====

C41H51BrN9NiO2P as an isolated structure. Source: the OMol25 dataset; level of theory: wB97M-V/def2-TZVPD.

Results
Spin multiplicity   3
HOMO (spin up / spin down)   -0.261 / -0.263 Eh
Gap between HOMO and LUMO (spin up / spin down)   7.039 / 7.073 eV

Positions of all 106 atoms, in Å:
1 Br -2.575 -0.370 -1.904
2 Ni -0.034 0.326 -0.008
3 P -1.823 0.562 1.685
4 O 3.575 4.732 -2.059
5 O -0.366 -1.611 -0.160
6 N 3.460 6.729 -2.974
7 N 4.029 5.839 -3.905
8 N 2.410 2.559 2.925
9 N 1.863 -0.288 -0.932
10 N 1.676 3.504 2.289
11 N -0.089 2.880 -1.902
12 N 2.907 -1.130 -2.727
13 N 1.172 1.644 1.295
14 N 3.755 -0.381 -1.985
15 C -2.474 -2.115 -1.169
16 C 1.750 8.146 0.787
17 C 0.951 2.949 1.323
18 C 2.648 6.446 -0.639
19 C -5.148 -5.770 0.307
20 C 1.563 7.205 1.789
21 C 3.221 6.033 -1.924
22 C -3.535 -4.243 -0.857
23 C 3.115 0.115 -0.927
24 C 2.289 7.771 -0.434
25 C -0.105 -4.451 0.811
26 C -0.563 -4.821 2.229
27 C -3.053 2.889 2.882
28 C 5.077 3.309 -5.108
29 C -2.655 2.198 1.580
30 C -1.286 -3.800 0.057
31 C -3.546 -2.962 -1.388
32 C 4.586 3.416 -3.808
33 C -2.392 -4.616 -0.156
34 C 0.303 -5.734 0.066
35 C -4.672 -5.242 -1.053
36 C 2.069 1.457 2.299
37 C -4.265 -0.440 2.772
38 C 4.598 2.317 -2.968
39 C -4.173 -6.420 -1.901
40 C 2.471 5.503 0.368
41 C -0.183 1.934 -1.240
42 C 5.578 2.096 -5.546
43 C -3.174 -0.663 1.729
44 C -1.119 0.483 3.372
45 C 1.713 4.897 2.716
46 C -1.334 -2.460 -0.417
47 C -5.867 -4.609 -1.766
48 C 5.100 1.099 -3.406
49 C 1.925 5.876 1.585
50 C 4.070 4.698 -3.322
51 C 1.783 -1.054 -2.053
52 C 5.095 -0.080 -2.464
53 C -0.377 -0.830 3.602
54 C 5.589 0.992 -4.698
55 C 1.174 -3.616 0.948
56 H 0.618 -5.501 -0.952
57 H 2.753 4.476 0.181
58 H 4.198 2.414 -1.967
59 H 5.954 2.004 -6.556
60 H -4.973 -1.270 2.760
61 H -0.441 1.332 3.492
62 H -3.598 -0.680 0.724
63 H 2.514 4.948 3.453
64 H -3.527 3.850 2.676
65 H -1.413 -5.505 2.223
66 H 5.971 0.042 -5.051
67 H 1.126 7.505 2.734
68 H -5.463 -4.948 0.954
69 H -2.354 -5.621 0.247
70 H -6.672 -5.342 -1.847
71 H 5.054 4.174 -5.757
72 H 2.479 0.494 2.557
73 H -2.705 -1.644 1.849
74 H 3.578 0.761 -0.198
75 H -1.050 -1.687 3.550
76 H 1.577 -3.318 -0.019
77 H -4.364 -6.321 0.827
78 H -0.510 -6.458 0.007
79 H -1.996 2.846 0.996
80 H 5.472 -0.978 -2.947
81 H -6.251 -3.744 -1.221
82 H -4.830 0.471 2.571
83 H 1.916 -4.236 1.460
84 H 1.015 -2.711 1.525
85 H -5.611 -4.285 -2.776
86 H 0.253 -5.301 2.775
87 H -0.860 -3.927 2.782
88 H 0.320 3.484 0.629
89 H -4.385 -2.599 -1.963
90 H -1.907 0.619 4.116
91 H 0.103 -0.845 4.581
92 H -3.752 2.296 3.471
93 H 1.139 -6.214 0.580
94 H 2.427 8.490 -1.230
95 H -2.183 3.084 3.511
96 H -4.967 -7.159 -2.036
97 H -5.996 -6.446 0.173
98 H -3.326 -6.920 -1.429
99 H 0.386 -0.993 2.841
100 H -3.526 2.040 0.938
101 H 0.874 -1.549 -2.350
102 H 0.777 5.126 3.228
103 H -3.870 -0.371 3.787
104 H -3.851 -6.078 -2.886
105 H 1.462 9.175 0.956
106 H 5.713 0.119 -1.586

Cartesian forces, eV/Å:
Br 0.017 0.103 -0.100
Ni 0.303 -0.105 0.149
P 0.250 0.141 -0.391
O 0.067 0.160 -0.146
O -0.161 0.101 -0.295
N 0.225 -0.212 -0.393
N -0.205 0.402 0.257
N -0.094 0.050 -0.046
N -0.188 -0.013 -0.059
N 0.122 0.035 0.155
N -0.025 0.101 0.080
N 0.000 0.084 0.136
N -0.032 -0.076 0.095
N 0.029 -0.142 -0.141
C -0.007 -0.097 -0.020
C 0.015 -0.045 -0.028
C -0.120 -0.095 -0.175
C 0.062 0.023 -0.193
C -0.017 0.014 0.038
C -0.007 0.024 -0.068
C -0.156 -0.128 0.384
C 0.009 -0.008 -0.010
C -0.065 0.181 0.100
C -0.029 0.051 0.058
C -0.067 0.034 -0.051
C -0.012 0.010 0.076
C -0.006 0.007 0.063
C 0.028 -0.057 -0.014
C -0.082 0.075 -0.023
C -0.114 -0.100 0.005
C 0.009 -0.041 0.063
C -0.018 0.250 -0.141
C 0.085 0.007 -0.005
C 0.007 -0.043 -0.010
C 0.008 0.033 -0.022
C 0.023 -0.017 -0.054
C -0.079 -0.035 0.006
C -0.009 -0.070 0.066
C -0.006 -0.030 -0.019
C 0.026 -0.009 0.040
C -0.054 -0.255 0.135
C -0.029 0.002 0.063
C -0.052 -0.086 0.093
C -0.076 0.077 0.148
C -0.024 -0.116 -0.013
C 0.310 0.048 0.336
C -0.028 0.004 -0.016
C 0.007 -0.001 -0.001
C -0.029 0.041 0.045
C 0.043 -0.404 0.090
C 0.059 -0.026 -0.078
C -0.051 -0.058 0.058
C 0.008 -0.054 0.016
C -0.004 0.047 -0.048
C -0.041 0.009 -0.031
H 0.002 0.011 0.000
H 0.006 0.003 -0.007
H 0.008 0.003 0.002
H 0.004 -0.011 -0.003
H 0.000 0.002 -0.025
H 0.025 -0.018 -0.041
H -0.048 0.038 0.012
H 0.025 0.029 -0.036
H -0.003 -0.003 -0.027
H 0.009 0.006 -0.024
H -0.001 -0.007 -0.003
H -0.002 -0.008 0.008
H -0.018 0.008 -0.017
H -0.028 0.005 -0.026
H -0.010 0.007 -0.010
H 0.005 0.007 0.005
H -0.004 -0.018 0.032
H 0.008 0.016 0.016
H -0.003 -0.011 0.005
H -0.034 0.034 0.025
H -0.009 -0.005 -0.053
H 0.022 0.010 -0.008
H 0.018 -0.007 0.000
H 0.009 -0.026 0.009
H 0.001 0.018 -0.026
H -0.007 -0.020 0.031
H 0.007 0.003 -0.014
H 0.018 0.054 -0.020
H -0.026 0.050 0.053
H 0.019 -0.009 0.000
H 0.000 -0.007 0.006
H 0.013 0.000 -0.010
H 0.000 0.019 0.031
H 0.017 0.020 -0.022
H 0.015 -0.023 0.012
H 0.004 0.005 -0.005
H 0.009 -0.014 -0.019
H -0.001 0.002 0.008
H 0.008 -0.005 -0.006
H 0.008 0.005 -0.009
H -0.007 0.004 -0.001
H -0.002 -0.011 0.004
H -0.002 0.006 0.014
H 0.045 0.026 -0.029
H -0.005 0.003 0.009
H 0.012 -0.011 -0.010
H 0.024 0.012 0.025
H 0.043 -0.013 -0.008
H -0.002 0.010 0.003
H -0.004 0.004 0.003
H 0.006 0.012 -0.015